# 1
{
  "formula": "C4H7NO",
  "method": "the ωB97M-V functional and the def2-TZVPD basis",
  "species": ["C", "C", "C", "N", "C", "O", "H", "H", "H", "H", "H", "H", "H"],
  "xyz": [[0.169186, 1.226137, -1.043921], [-0.131312, -0.261074, 0.119545], [-1.480674, -0.929548, 0.094714], [-0.265000, -1.435962, -0.635498], [0.754342, -0.045936, 1.271723], [1.254019, -0.986066, 1.852780], [0.901124, 0.666303, -1.617962], [-0.619212, 1.573083, -1.725750], [0.588749, 2.043888, -0.460305], [-1.594044, -1.391606, 1.088881], [-0.757257, 0.684455, -0.419761], [0.285269, -2.142684, -0.135973], [0.894810, 0.999010, 1.611529]],
  "atomic_forces_ev_per_a": [[0.3, 0.2, -0.2], [0.1, 0.0, 0.1], [-0.2, -0.1, 0.2], [0.2, -0.1, 0.0], [0.1, -0.4, 0.3], [-0.2, 0.5, -0.3], [-0.1, 0.1, 0.1], [0.0, -0.1, 0.1], [-0.1, -0.1, -0.1], [0.0, 0.1, -0.1], [-0.1, 0.1, 0.0], [-0.1, 0.0, 0.0], [0.0, -0.1, 0.0]],
  "homo_ev": -7.6,
  "relative_energy_kj_mol": 731.8,
  "gap_ev": 7.85,
  "lumo_energy_ha": 0.0107
}

***

# 2
{
  "formula": "C4H7NO",
  "method": "the ωB97M-V functional and the def2-TZVPD basis",
  "species": ["O", "C", "C", "C", "C", "N", "H", "H", "H", "H", "H", "H", "H"],
  "xyz": [[1.419952, -1.675420, -0.592287], [0.454338, -1.456239, -1.287647], [-0.666029, -0.536454, -0.735916], [-0.175144, 0.012366, 0.597482], [0.556935, 1.292868, 0.692930], [-0.838096, 1.200281, 1.127490], [0.532450, -1.994836, -2.252832], [-1.607668, -1.088243, -0.579212], [-0.939593, 0.305981, -1.389990], [0.127119, -0.752817, 1.309796], [0.715019, 1.895415, -0.199341], [1.343126, 1.383501, 1.440984], [-0.885850, 1.158853, 2.143039]],
  "atomic_forces_ev_per_a": [[0.0, 0.1, 0.1], [0.6, 0.0, 0.7], [0.2, 0.0, 0.1], [0.0, -0.2, 0.0], [0.3, 0.1, -0.1], [-0.2, 0.1, 0.1], [-1.2, 0.6, -0.2], [0.3, -0.1, -0.2], [0.3, -0.3, -0.1], [-0.1, 0.1, -0.1], [0.0, -0.1, 0.1], [-0.2, 0.0, -0.1], [0.0, 0.0, -0.2]],
  "homo_ev": -9.5,
  "relative_energy_kj_mol": 224.8,
  "gap_ev": 10.69,
  "lumo_energy_ha": 0.0421
}

***

# 3
{
  "formula": "C4H7NO",
  "method": "the ωB97M-V functional and the def2-TZVPD basis",
  "species": ["C", "C", "C", "N", "C", "O", "H", "H", "H", "H", "H", "H", "H"],
  "xyz": [[1.850233, 0.335734, 0.560381], [0.916956, 0.461059, -0.578397], [-1.226114, -1.196954, -0.264998], [-1.467511, 0.232048, -0.236041], [-0.386925, 1.044495, -0.331706], [-0.361645, 2.275791, -0.338649], [2.634855, 1.076392, 0.332457], [1.468854, 0.495192, 1.581611], [2.378228, -0.628809, 0.480917], [-0.252659, -1.362159, -0.741372], [-1.189431, -1.636021, 0.738691], [-1.971785, -1.723298, -0.865035], [-2.393061, 0.626526, -0.337858]],
  "atomic_forces_ev_per_a": [[-0.1, 0.1, 0.0], [0.0, 0.1, 0.2], [-0.1, -0.1, 0.1], [0.1, 0.1, -0.1], [0.1, 0.0, -0.1], [-0.1, -0.3, 0.0], [-0.1, -0.1, 0.1], [0.1, 0.0, -0.3], [-0.1, 0.3, 0.0], [0.0, -0.1, -0.1], [-0.1, 0.1, -0.1], [0.1, 0.1, 0.1], [0.2, -0.1, 0.1]],
  "homo_ev": -8.7,
  "relative_energy_kj_mol": 373.5,
  "gap_ev": 8.50,
  "lumo_energy_ha": -0.0079
}

***

# 4
{
  "formula": "C4H7NO",
  "method": "the ωB97M-V functional and the def2-TZVPD basis",
  "species": ["O", "C", "C", "C", "C", "N", "H", "H", "H", "H", "H", "H", "H"],
  "xyz": [[1.388419, 1.769371, 0.546559], [1.892419, 0.796706, -0.072100], [1.018280, -0.484331, -0.162096], [-0.384639, -0.264852, 0.403037], [-1.514291, 0.148404, -0.459126], [-1.396460, -1.239015, -0.016123], [2.636999, 1.667250, -0.053898], [1.524618, -1.290322, 0.386428], [0.944711, -0.843891, -1.194486], [-0.421239, 0.082427, 1.434453], [-1.348969, 0.306324, -1.523309], [-2.286667, 0.782832, -0.026605], [-2.053182, -1.430901, 0.737271]],
  "atomic_forces_ev_per_a": [[-2.7, -0.1, 1.2], [-0.9, 2.0, 1.2], [0.5, 0.2, -0.2], [0.4, 0.2, 0.1], [0.0, 0.3, -0.1], [0.0, -0.2, 0.1], [2.2, -2.6, -2.0], [0.0, 0.2, 0.0], [0.1, 0.1, 0.1], [0.0, -0.1, -0.2], [0.0, -0.1, 0.2], [0.2, -0.2, 0.0], [0.2, 0.0, -0.1]],
  "homo_ev": -8.9,
  "relative_energy_kj_mol": 476.8,
  "gap_ev": 10.00,
  "lumo_energy_ha": 0.0410
}

***

# 5
{
  "formula": "C4H7NO",
  "method": "the ωB97M-V functional and the def2-TZVPD basis",
  "species": ["C", "C", "O", "C", "C", "N", "H", "H", "H", "H", "H", "H", "H"],
  "xyz": [[-1.172681, -0.807714, 0.107672], [-0.395888, 0.482311, 0.238283], [-0.896996, 1.450831, 0.979626], [1.132341, 0.349558, 0.316132], [1.716297, -0.614190, -0.615718], [2.145856, -1.386268, -1.362080], [-2.224612, -0.581568, -0.074668], [-0.778212, -1.468486, -0.668959], [-1.097845, -1.305430, 1.082351], [-0.506798, 0.969018, -1.131736], [-0.833742, 1.532962, -0.407030], [1.330935, 0.041726, 1.350565], [1.581339, 1.337248, 0.185564]],
  "atomic_forces_ev_per_a": [[0.0, 0.0, 0.0], [0.1, -0.2, -0.1], [0.0, 0.0, 0.2], [0.0, 0.1, 0.1], [0.4, -0.7, -0.7], [-0.4, 0.8, 0.7], [0.2, 0.0, 0.0], [0.0, 0.1, 0.1], [0.0, 0.1, -0.1], [0.0, 0.0, 0.1], [0.0, 0.1, -0.2], [0.0, 0.0, -0.1], [-0.1, -0.1, 0.0]],
  "homo_ev": -10.1,
  "relative_energy_kj_mol": 459.3,
  "gap_ev": 10.42,
  "lumo_energy_ha": 0.0122
}

***

# 6
{
  "formula": "C4H7NO",
  "method": "the ωB97M-V functional and the def2-TZVPD basis",
  "species": ["C", "N", "C", "C", "C", "O", "H", "H", "H", "H", "H", "H", "H"],
  "xyz": [[-1.001728, -1.722888, 0.820716], [-1.630685, 0.626717, 0.856868], [-0.592669, 0.724689, 0.235470], [0.479893, 1.589349, -0.483847], [1.245242, 0.307525, -0.778536], [0.177752, -0.451272, -0.075664], [-0.301788, -2.472704, 0.473177], [-1.969110, -1.694755, 0.342002], [-0.982513, -1.486298, 1.874462], [0.981463, 2.287365, 0.188517], [0.093371, 2.114987, -1.358602], [1.298316, -0.001255, -1.823201], [2.202456, 0.178540, -0.271360]],
  "atomic_forces_ev_per_a": [[-0.1, -0.1, 0.1], [0.7, 0.1, -0.4], [-0.6, 0.0, 0.4], [0.1, 0.2, -0.1], [0.2, 0.1, -0.2], [-0.1, -0.2, 0.1], [-0.1, 0.1, 0.1], [0.1, 0.0, 0.1], [0.0, -0.1, -0.1], [-0.1, -0.1, -0.1], [0.0, -0.1, 0.2], [0.0, 0.1, 0.1], [-0.1, 0.0, -0.1]],
  "homo_ev": [-8.0, -8.0],
  "relative_energy_kj_mol": 580.1,
  "gap_ev": [7.80, 7.80],
  "lumo_energy_ha": [-0.0070, -0.0070]
}

***

Number 1: energy -286.3529 a.u.. Number 2: energy -286.5460 a.u.. Number 3: energy -286.4894 a.u.. Number 4: energy -286.4500 a.u.. Number 5: energy -286.4567 a.u.. Number 6: energy -286.4107 a.u..